[1]
DFT (wB97M-V/def2-TZVPD) results for a structure of composition C15H21N5O6V.

Geometry as ORCA input:
```
! RIJCOSX wB97M-V def2-TZVPD def2/J DEFGRID3
* xyz 0 4
V 0.11 -0.51 0.08
N -0.53 -0.04 2.11
C 0.61 0.22 3.01
C 1.95 -0.10 2.29
O 2.99 0.01 2.92
O 1.81 -0.50 1.08
H -1.01 0.83 1.89
H -1.21 -0.66 2.52
H 0.56 -0.39 3.91
H 0.66 1.27 3.31
C 4.90 -0.51 -1.00
O 3.83 0.19 -1.65
C 2.71 -0.49 -1.84
O 2.54 -1.67 -1.65
N 1.77 0.30 -2.47
N 0.40 -0.12 -2.39
H 5.82 -0.02 -1.30
H 4.91 -1.55 -1.32
H 4.77 -0.45 0.08
H 1.90 1.29 -2.33
H 0.20 -0.60 -3.25
H -0.19 0.70 -2.30
C -3.98 0.03 -0.42
C -2.53 0.45 -0.40
O -1.69 -0.49 -0.40
C -2.20 1.85 -0.31
C -3.22 2.82 -0.31
C -2.96 4.16 -0.20
C -1.63 4.59 -0.05
C -0.60 3.69 -0.05
C -0.83 2.29 -0.17
O 0.18 1.49 -0.14
H -4.02 -1.06 -0.49
H -4.53 0.45 -1.26
H -4.48 0.33 0.50
H -4.25 2.50 -0.41
H -3.77 4.88 -0.20
H -1.42 5.65 0.06
H 0.43 4.00 0.08
N 0.75 -3.18 1.12
C 0.69 -4.51 0.88
C -0.11 -4.68 -0.22
C -0.48 -3.38 -0.61
N 0.06 -2.48 0.21
H 1.39 -2.68 1.71
H 1.19 -5.22 1.52
H -0.39 -5.61 -0.69
H -1.09 -3.07 -1.43
*
```

Values from the calculation:
⟨S²⟩: 3.769
ΔE to the lowest compared entry with this formula, charge and spin (eV): 0.0000
HOMO (spin up / spin down) (eV): -6.13 / -8.12
Kohn-Sham gap (spin up / spin down) (Ha): 0.2298 / 0.2986
LUMO energy (spin up / spin down) (Ha): 0.00447 / 0.00016

***

[2]
DFT (wB97M-V/def2-TZVPD) results for the molecule C15H21NO4.

Geometry as ORCA input:
```
! RIJCOSX wB97M-V def2-TZVPD def2/J DEFGRID3
* xyz 0 1
C 5.25 3.14 -3.31
C 5.09 2.08 -2.23
C 3.85 1.22 -2.46
C 3.65 0.20 -1.33
O 3.54 0.78 -0.04
C 2.31 1.42 0.25
C 1.18 0.44 0.58
C -0.07 1.18 1.04
N -1.17 0.28 1.31
C -2.17 0.09 0.41
O -2.25 0.72 -0.62
C -3.18 -0.94 0.80
C -3.86 -1.58 -0.23
C -4.82 -2.56 0.02
C -5.09 -2.85 1.34
C -4.42 -2.19 2.38
C -3.46 -1.24 2.14
O -4.88 -2.66 3.58
C -5.86 -3.63 3.26
O -5.98 -3.74 1.86
H 6.14 3.74 -3.13
H 4.39 3.80 -3.33
H 5.34 2.67 -4.29
H 5.00 2.57 -1.25
H 5.97 1.44 -2.21
H 2.97 1.86 -2.53
H 3.94 0.67 -3.40
H 2.78 -0.43 -1.55
H 4.53 -0.44 -1.26
H 2.53 2.04 1.12
H 2.00 2.07 -0.57
H 1.53 -0.24 1.37
H 0.93 -0.16 -0.30
H 0.14 1.76 1.94
H -0.41 1.86 0.25
H -1.06 -0.36 2.07
H -3.62 -1.30 -1.24
H -5.34 -3.06 -0.78
H -2.99 -0.73 2.96
H -5.57 -4.60 3.69
H -6.83 -3.32 3.69
*
```

Values from the calculation:
ΔE to the lowest compared entry with this formula, charge and spin (eV): 1.9247
HOMO (eV): -8.36
SMILES string: CCCCOCCCNC(=O)c1ccc2c(c1)OCO2
Kohn-Sham gap (Ha): 0.3327
LUMO energy (Ha): 0.02557

***

[3]
DFT (wB97M-V/def2-TZVPD) results for a structure of composition C15H21NO4Re.

Geometry as ORCA input:
```
! RIJCOSX wB97M-V def2-TZVPD def2/J DEFGRID3
* xyz 4 2
Re -0.22 -0.47 -0.74
C -1.82 0.39 -3.07
C -2.89 0.01 -2.06
O -2.21 -0.21 -0.73
C -2.97 -1.12 0.19
C -1.98 -1.82 1.11
O -0.79 -2.09 0.25
C 0.36 -2.96 0.61
C 1.10 -3.15 -0.71
O 1.05 -1.84 -1.46
C 1.16 -1.97 -2.96
C 0.52 -0.74 -3.57
O -0.66 -0.48 -2.71
H -2.15 0.14 -4.08
H -1.49 1.43 -3.02
H -3.63 0.80 -1.92
H -3.36 -0.93 -2.32
H -3.67 -0.51 0.75
H -3.50 -1.84 -0.44
H -1.64 -1.22 1.96
H -2.37 -2.78 1.45
H 0.93 -2.46 1.38
H -0.03 -3.92 0.96
H 2.15 -3.39 -0.56
H 0.62 -3.89 -1.35
H 2.22 -2.06 -3.21
H 0.63 -2.88 -3.22
H 1.15 0.15 -3.57
H 0.17 -0.96 -4.59
N 0.40 0.64 0.67
C 0.86 1.47 1.41
C 1.38 2.40 2.24
C 0.84 2.56 3.56
C 1.37 3.51 4.38
C 2.44 4.31 3.92
C 3.00 4.15 2.64
C 2.49 3.22 1.79
H 0.01 1.94 3.89
H 0.99 3.66 5.38
H 2.85 5.07 4.58
H 3.82 4.78 2.33
H 2.89 3.08 0.80
*
```

Values from the calculation:
⟨S²⟩: 0.853
ΔE to the lowest compared entry with this formula, charge and spin (eV): 0.0000
HOMO (spin up / spin down) (eV): -21.96 / -21.91
Kohn-Sham gap (spin up / spin down) (Ha): 0.2156 / 0.2374
LUMO energy (spin up / spin down) (Ha): -0.59150 / -0.56780

***

[4]
DFT (wB97M-V/def2-TZVPD) results for a structure of composition C15H22BF4N3O6RuS4.

Geometry as ORCA input:
```
! RIJCOSX wB97M-V def2-TZVPD def2/J DEFGRID3
* xyz -1 2
Ru -0.08 0.05 0.58
C -4.68 0.65 -2.39
C -4.05 1.75 -1.55
S -2.30 1.68 -0.96
C -1.38 1.45 -2.53
C -1.35 0.04 -3.08
S -0.90 -1.25 -1.85
C -2.46 -1.59 -0.95
C -3.65 -1.97 -1.82
S -5.10 -0.91 -1.54
H -4.09 0.41 -3.27
H -5.65 1.01 -2.73
H -4.61 1.87 -0.63
H -4.10 2.68 -2.13
H -0.37 1.76 -2.27
H -1.80 2.15 -3.26
H -0.56 -0.03 -3.83
H -2.29 -0.26 -3.54
H -2.71 -0.72 -0.33
H -2.18 -2.41 -0.29
H -4.00 -2.97 -1.56
H -3.41 -1.96 -2.89
O 1.31 3.20 -1.93
C 1.06 3.19 -0.74
C 1.50 4.29 0.24
C 0.92 3.86 1.58
C 0.17 2.59 1.22
O -0.56 1.95 1.97
N 0.30 2.29 -0.09
H 1.14 5.25 -0.11
H 2.59 4.30 0.24
H 0.25 4.58 2.03
H 1.70 3.58 2.29
F -1.91 -0.92 1.89
B -2.79 -1.85 2.59
F -3.15 -2.81 1.66
F -2.10 -2.43 3.61
F -3.89 -1.17 3.02
N 2.68 -5.85 1.00
C 2.08 -4.62 0.87
C 0.92 -4.29 1.57
C 0.29 -3.10 1.31
N 0.71 -2.25 0.38
C 1.86 -2.51 -0.24
C 2.57 -3.67 -0.03
H 2.46 -6.36 1.84
H 3.64 -5.90 0.70
H 0.52 -4.96 2.32
H -0.60 -2.83 1.86
H 2.21 -1.77 -0.95
H 3.50 -3.83 -0.55
O 2.09 0.23 0.14
S 2.44 0.10 1.62
O 3.47 -0.90 1.77
O 1.19 -0.36 2.32
O 2.80 1.43 2.09
*
```

Values from the calculation:
⟨S²⟩: 0.789
HOMO (spin up / spin down) (eV): -6.33 / -6.27
Kohn-Sham gap (spin up / spin down) (Ha): 0.2650 / 0.2818
LUMO energy (spin up / spin down) (Ha): 0.03248 / 0.05131

***

[5]
DFT (wB97M-V/def2-TZVPD) results for a structure of composition C15H22BF4N6O3S2Sn.

Geometry as ORCA input:
```
! RIJCOSX wB97M-V def2-TZVPD def2/J DEFGRID3
* xyz -1 1
Sn -0.80 -0.39 0.39
N -3.04 3.82 0.51
C -2.24 2.73 0.31
S -2.46 1.42 1.41
N -1.45 2.81 -0.73
N -0.58 1.77 -0.89
C -0.02 1.71 -2.04
C 1.01 0.70 -2.33
C 1.39 0.46 -3.64
C 2.32 -0.52 -3.90
C 2.86 -1.23 -2.84
C 2.44 -0.92 -1.56
N 1.55 0.04 -1.30
H -3.59 3.86 1.35
H -2.86 4.64 -0.03
H -0.31 2.40 -2.82
H 0.91 1.00 -4.45
H 2.61 -0.75 -4.92
H 3.58 -2.02 -3.00
H 2.83 -1.44 -0.69
C 1.77 1.32 3.83
C 0.81 0.57 2.96
N 0.84 0.67 1.68
O 1.82 1.47 1.13
C -0.16 -0.33 3.56
C -0.24 -0.54 5.04
N -0.91 -1.00 2.73
O -1.71 -1.91 3.14
H 2.54 1.79 3.23
H 2.23 0.64 4.56
H 1.23 2.09 4.38
H 1.76 1.23 0.18
H -0.19 0.41 5.58
H 0.55 -1.19 5.42
H -1.20 -1.02 5.25
O 1.14 -2.24 0.92
S 1.20 -3.73 0.98
C 0.50 -4.22 2.60
C -0.67 -5.16 2.31
C -1.36 -4.54 1.10
C -0.25 -4.36 0.07
H 0.14 -3.29 3.04
H 1.29 -4.65 3.21
H -1.33 -5.24 3.17
H -0.30 -6.16 2.07
H -1.77 -3.57 1.38
H -2.17 -5.17 0.71
H -0.45 -3.64 -0.72
H 0.06 -5.31 -0.37
F -2.05 -0.67 -3.91
B -1.44 -1.91 -3.64
F -2.36 -2.96 -3.79
F -0.35 -2.11 -4.51
F -0.97 -1.90 -2.29
*
```

Values from the calculation:
ΔE to the lowest compared entry with this formula, charge and spin (eV): 0.0000
HOMO (eV): -4.80
Kohn-Sham gap (Ha): 0.2643
LUMO energy (Ha): 0.08787

***

Copy entry 3 word for word.
DFT (wB97M-V/def2-TZVPD) results for a structure of composition C15H21NO4Re.

Geometry as ORCA input:
```
! RIJCOSX wB97M-V def2-TZVPD def2/J DEFGRID3
* xyz 4 2
Re -0.22 -0.47 -0.74
C -1.82 0.39 -3.07
C -2.89 0.01 -2.06
O -2.21 -0.21 -0.73
C -2.97 -1.12 0.19
C -1.98 -1.82 1.11
O -0.79 -2.09 0.25
C 0.36 -2.96 0.61
C 1.10 -3.15 -0.71
O 1.05 -1.84 -1.46
C 1.16 -1.97 -2.96
C 0.52 -0.74 -3.57
O -0.66 -0.48 -2.71
H -2.15 0.14 -4.08
H -1.49 1.43 -3.02
H -3.63 0.80 -1.92
H -3.36 -0.93 -2.32
H -3.67 -0.51 0.75
H -3.50 -1.84 -0.44
H -1.64 -1.22 1.96
H -2.37 -2.78 1.45
H 0.93 -2.46 1.38
H -0.03 -3.92 0.96
H 2.15 -3.39 -0.56
H 0.62 -3.89 -1.35
H 2.22 -2.06 -3.21
H 0.63 -2.88 -3.22
H 1.15 0.15 -3.57
H 0.17 -0.96 -4.59
N 0.40 0.64 0.67
C 0.86 1.47 1.41
C 1.38 2.40 2.24
C 0.84 2.56 3.56
C 1.37 3.51 4.38
C 2.44 4.31 3.92
C 3.00 4.15 2.64
C 2.49 3.22 1.79
H 0.01 1.94 3.89
H 0.99 3.66 5.38
H 2.85 5.07 4.58
H 3.82 4.78 2.33
H 2.89 3.08 0.80
*
```

Values from the calculation:
⟨S²⟩: 0.853
ΔE to the lowest compared entry with this formula, charge and spin (eV): 0.0000
HOMO (spin up / spin down) (eV): -21.96 / -21.91
Kohn-Sham gap (spin up / spin down) (Ha): 0.2156 / 0.2374
LUMO energy (spin up / spin down) (Ha): -0.59150 / -0.56780

***

Q: What is the formula in the second record?
A: C15H21NO4